No. 1
{
  "formula": "C4H5NO3",
  "method": "the ωB97M-V functional and the def2-TZVPD basis",
  "gap_ha": 0.3353,
  "smiles": "O/N=C1/C=COCO1",
  "e_lumo_ev": 0.220,
  "total_charge": 0,
  "energy_ha": -435.7274,
  "de_lowest_kcal_mol": 121.2,
  "elements": ["C", "C", "C", "C", "H", "H", "H", "H", "H", "N", "O", "O", "O"],
  "xyz": [[-0.586347, 0.494653, 0.061484], [1.034903, -1.154957, 0.373210], [1.892163, 0.841784, -0.181353], [0.682223, 1.312700, 0.287858], [-2.447475, -1.210592, 0.212994], [1.305914, -2.185848, 0.163549], [1.118369, -0.709898, 1.306986], [2.714123, 1.410712, -0.728114], [0.392591, 2.285553, 0.540010], [-1.836014, 0.795402, -0.039278], [-2.693403, -0.301537, -0.132707], [-0.260997, -0.922738, -0.145499], [1.908265, -0.541078, -0.280253]],
  "forces_ev_per_angstrom": [[0.9, -3.5, -0.1], [-4.0, -3.5, 0.9], [-2.3, -0.2, -0.4], [-0.8, -1.1, -1.6], [1.1, 1.8, -0.4], [-0.8, -0.6, 1.1], [-0.6, -0.4, 3.1], [-1.0, -1.0, 1.6], [0.5, 1.6, 0.1], [1.8, -0.5, 1.0], [-1.1, -0.3, -0.3], [-0.8, 2.1, 0.8], [7.1, 5.5, -5.6]]
}



No. 2
{
  "formula": "C20H28N2Sr",
  "method": "the ωB97M-V functional and the def2-TZVPD basis",
  "gap_ha": 0.1208,
  "e_lumo_ev": 4.678,
  "total_charge": -2,
  "energy_ha": -919.0458,
  "elements": ["C", "C", "C", "C", "C", "Sr", "C", "C", "C", "N", "H", "H", "H", "H", "H", "H", "H", "H", "H", "H", "C", "C", "C", "C", "C", "C", "C", "C", "N", "C", "C", "C", "C", "H", "H", "H", "H", "H", "H", "H", "H", "H", "H", "H", "H", "H", "H", "H", "H", "H", "H"],
  "xyz": [[0.002475, -2.225083, -4.142251], [-1.323720, -2.385767, -3.659154], [-1.274629, -3.210382, -2.501901], [0.088341, -3.547998, -2.259814], [0.878281, -2.929371, -3.270262], [0.080843, -0.708041, -1.596916], [-1.040542, 1.288836, -3.344791], [0.346860, 1.384035, -3.724690], [0.733340, 1.785937, -5.016332], [1.295318, 1.000844, -2.811374], [-2.133971, -3.588660, -1.952140], [-2.223265, -1.984426, -4.121731], [0.449465, -4.219915, -1.484087], [1.958866, -3.008434, -3.380060], [0.289836, -1.687072, -5.045020], [-1.767131, 1.105200, -4.130589], [2.249600, 1.063997, -3.187293], [-1.369183, 1.601868, -2.344485], [-0.049630, 2.064352, -5.712044], [1.778725, 1.786998, -5.314861], [2.191326, 1.726946, 4.733937], [1.497326, 1.799071, 3.401116], [1.050634, 3.028889, 2.895522], [0.382858, 3.107808, 1.666691], [-0.096336, 4.436297, 1.152785], [0.146053, 1.943716, 0.944039], [0.448415, 0.663198, 1.500839], [1.263341, 0.641952, 2.668474], [-0.088352, -0.455590, 0.914097], [-0.829392, -1.530639, 1.622643], [0.031007, -2.799469, 1.631102], [-1.205285, -1.173373, 3.059077], [-2.133744, -1.797744, 0.852299], [3.112377, 2.324595, 4.753018], [1.547391, 2.099907, 5.542937], [2.455456, 0.689500, 4.964729], [1.236756, 3.946262, 3.464784], [-0.809160, 4.899419, 1.847831], [0.734036, 5.141501, 1.024182], [-0.596943, 4.316377, 0.186488], [-0.373964, 1.998972, -0.022285], [1.681466, -0.308307, 3.014562], [0.925069, -2.646111, 2.247120], [-0.542827, -3.639823, 2.045686], [0.368638, -3.092202, 0.624381], [-1.754221, -0.226152, 3.102258], [-1.855993, -1.958666, 3.468220], [-0.325728, -1.097589, 3.705613], [-2.799870, -0.925480, 0.907046], [-1.973362, -2.042830, -0.214019], [-2.656859, -2.657373, 1.294637]],
  "forces_ev_per_angstrom": [[-0.1, -0.4, 0.3], [0.5, -0.4, 0.0], [0.3, 0.0, -0.3], [-0.1, 0.1, -0.2], [-0.5, -0.1, -0.2], [-0.3, 0.4, -1.2], [0.1, -0.7, 0.7], [0.8, 0.3, -0.9], [-0.5, -0.3, 0.3], [0.6, -0.2, 0.9], [0.2, 0.1, 0.0], [0.3, 0.0, 0.2], [0.0, 0.2, -0.1], [-0.2, 0.0, 0.0], [-0.1, 0.1, 0.4], [-0.2, 0.4, 0.2], [-0.6, 0.3, 0.0], [0.0, 0.1, -0.3], [0.2, 0.2, -0.2], [-0.1, -0.1, -0.1], [0.2, 0.0, 0.2], [-0.2, 0.4, -0.5], [0.1, 0.0, 0.5], [0.4, -0.6, -0.2], [-0.1, 0.2, -0.2], [-0.1, 0.1, 0.3], [-0.6, -0.7, 0.1], [-0.2, 0.1, 0.1], [-0.4, 0.2, -0.3], [1.2, 0.9, -0.3], [0.0, -0.4, 0.1], [-0.2, -0.2, 0.3], [-0.1, -0.1, -0.2], [-0.1, -0.1, 0.0], [0.1, -0.1, -0.2], [0.0, 0.1, 0.0], [-0.1, -0.2, -0.1], [0.1, -0.1, -0.1], [-0.1, -0.1, 0.0], [0.1, 0.1, 0.1], [0.1, -0.1, 0.5], [-0.3, 0.2, 0.0], [-0.1, 0.0, -0.1], [0.1, -0.1, 0.0], [-0.2, 0.2, 0.2], [0.1, -0.1, -0.1], [0.1, 0.1, 0.0], [-0.2, 0.1, -0.1], [0.2, -0.1, 0.0], [0.1, 0.1, 0.5], [0.0, 0.1, -0.1]]
}



No. 3
{
  "formula": "CH2N4O",
  "method": "the ωB97M-V functional and the def2-TZVPD basis",
  "gap_ha": 0.4234,
  "smiles": "On1cnnn1",
  "e_lumo_ev": 0.577,
  "total_charge": 0,
  "energy_ha": -333.4527,
  "de_lowest_kcal_mol": 59.7,
  "elements": ["C", "H", "H", "N", "N", "N", "N", "O"],
  "xyz": [[0.342589, -0.772148, -0.756970], [0.790217, 2.213910, 0.124336], [0.754934, -1.011775, -1.730746], [0.357416, 0.400985, -0.192702], [-0.407256, -1.520930, 0.050741], [-0.889573, -0.719791, 1.011206], [-0.418078, 0.457085, 0.827508], [0.737719, 1.638663, -0.716131]],
  "forces_ev_per_angstrom": [[-0.4, -1.6, -0.2], [-0.1, -1.2, -1.7], [0.1, -0.1, 0.5], [0.4, 3.3, -1.1], [-0.2, -0.7, -0.9], [0.6, -0.5, -0.3], [-0.9, 0.7, 2.0], [0.5, 0.1, 1.6]]
}



No. 4
{
  "formula": "C42H30N7O6ReS",
  "method": "the ωB97M-V functional and the def2-TZVPD basis",
  "gap_ha": [0.2102, 0.2062],
  "e_lumo_ev": [-4.184, -4.294],
  "spin_multiplicity": 2,
  "s_squared": 0.7553,
  "total_charge": 1,
  "energy_ha": -2929.6544,
  "de_lowest_kcal_mol": 7.3,
  "elements": ["Re", "O", "C", "C", "C", "C", "C", "C", "C", "O", "N", "N", "C", "C", "C", "C", "C", "C", "C", "O", "H", "H", "H", "H", "H", "H", "H", "H", "H", "H", "S", "N", "C", "C", "C", "C", "C", "N", "C", "C", "N", "C", "C", "C", "C", "C", "N", "H", "H", "H", "H", "H", "H", "O", "C", "C", "C", "C", "C", "C", "C", "N", "C", "C", "C", "C", "C", "C", "C", "O", "O", "C", "C", "H", "H", "H", "H", "H", "H", "H", "H", "H", "H", "H", "H", "H", "H"],
  "xyz": [[-0.550029, 1.567118, 0.811781], [0.255637, 5.720131, 2.277968], [-0.127497, 5.494872, 3.559548], [0.061966, 6.547834, 4.449372], [-0.301095, 6.415116, 5.772319], [-0.863534, 5.228190, 6.241405], [-1.061439, 4.185998, 5.366110], [-0.705007, 4.297352, 4.013857], [-0.955453, 3.158353, 3.124841], [-0.410541, 3.197114, 1.884413], [-1.694815, 2.177825, 3.495432], [-1.756541, 1.207163, 2.479437], [-2.428141, 0.157557, 2.756706], [-2.624802, -0.956041, 1.848842], [-3.356682, -2.061436, 2.291295], [-3.586726, -3.141426, 1.465019], [-3.087173, -3.122005, 0.164939], [-2.360725, -2.035794, -0.288705], [-2.127354, -0.960460, 0.550890], [-1.378978, 0.078380, 0.049983], [0.158922, 4.897025, 1.777454], [0.507266, 7.459918, 4.073685], [-0.140359, 7.240939, 6.453955], [-1.138472, 5.126055, 7.282107], [-1.487594, 3.251754, 5.704501], [-2.867721, 0.116903, 3.749224], [-3.738715, -2.056137, 3.305860], [-4.148465, -3.993476, 1.821548], [-3.268844, -3.958022, -0.498026], [-1.945937, -2.002830, -1.288981], [0.007419, 6.165193, -5.249536], [1.115181, 5.255993, -4.517438], [0.494627, 4.630660, -3.532472], [1.117248, 3.716246, -2.585814], [2.476733, 3.391149, -2.605959], [2.977183, 2.554942, -1.635885], [2.116888, 2.044131, -0.671800], [0.809470, 2.318924, -0.664284], [0.311277, 3.159466, -1.607193], [-1.117796, 3.459500, -1.532337], [-1.817254, 2.844524, -0.556021], [-3.112244, 3.105418, -0.424769], [-3.782591, 3.993682, -1.260222], [-3.081129, 4.620461, -2.263878], [-1.719621, 4.348186, -2.413350], [-0.882862, 4.947909, -3.442380], [-1.284993, 5.809470, -4.360084], [3.107483, 3.809296, -3.380589], [4.023741, 2.288650, -1.602755], [2.481694, 1.396051, 0.107913], [-3.630928, 2.584532, 0.370592], [-4.836795, 4.177534, -1.110162], [-3.555988, 5.322885, -2.937295], [1.406419, 1.315299, 3.015009], [0.867234, 0.722282, 2.131747], [3.806926, -6.552798, -3.817945], [2.664051, -5.573332, -3.719780], [1.830118, -5.370752, -4.811783], [0.789427, -4.456630, -4.755837], [0.571084, -3.747073, -3.589198], [1.394105, -3.943005, -2.485109], [1.137850, -3.144609, -1.327703], [0.875109, -3.623368, -0.075165], [0.598872, -4.990878, 0.115748], [0.293060, -5.481918, 1.361052], [0.244283, -4.644387, 2.482222], [0.513088, -3.310799, 2.320648], [0.833838, -2.774083, 1.057089], [1.119223, -1.354342, 0.926805], [1.099560, -0.682669, 2.109899], [1.356042, -0.756725, -0.111176], [2.460389, -4.844805, -2.537340], [3.418553, -5.022784, -1.388363], [3.793854, -7.065917, -4.777765], [3.757563, -7.303116, -3.026252], [4.769491, -6.045116, -3.720472], [2.007678, -5.931141, -5.722181], [0.146584, -4.306898, -5.613652], [-0.250241, -3.043256, -3.513655], [1.194698, -2.143698, -1.425273], [0.616991, -5.646913, -0.745053], [0.078953, -6.537809, 1.474650], [0.001965, -5.042336, 3.458161], [0.485595, -2.644946, 3.171342], [3.268447, -4.281288, -0.609508], [4.448595, -4.941561, -1.738629], [3.312724, -6.011444, -0.933561]],
  "forces_ev_per_angstrom": [[0.6, -0.2, 0.0], [0.0, 0.0, 0.1], [0.0, 0.0, -0.1], [0.0, 0.1, 0.1], [0.0, 0.0, 0.0], [0.0, 0.0, 0.0], [0.0, 0.0, 0.0], [0.1, -0.1, -0.2], [0.4, 0.5, -0.1], [-0.5, -0.2, 0.0], [-0.2, -0.5, -0.5], [0.0, 0.4, 0.2], [-0.2, -0.2, 0.3], [0.0, 0.2, 0.3], [0.0, 0.0, 0.1], [0.1, 0.0, -0.1], [0.0, 0.0, 0.1], [0.1, 0.0, -0.2], [0.3, 0.0, -0.4], [-0.4, 0.1, 0.2], [0.0, 0.0, 0.0], [0.0, 0.0, 0.0], [0.0, 0.0, 0.0], [0.0, 0.0, 0.0], [0.0, 0.0, 0.0], [0.0, 0.0, 0.0], [0.0, 0.0, 0.0], [0.0, 0.0, 0.0], [0.0, 0.0, 0.0], [0.0, -0.1, 0.0], [0.0, 0.1, -0.2], [0.0, 0.0, 0.0], [0.1, -0.2, 0.2], [0.1, 0.2, -0.3], [0.0, 0.0, 0.0], [0.0, 0.0, 0.0], [0.0, 0.0, 0.0], [0.1, 0.0, 0.1], [-0.2, -0.1, 0.2], [0.0, -0.1, 0.2], [0.0, 0.0, 0.2], [0.1, -0.1, 0.0], [0.0, 0.0, 0.0], [0.0, 0.1, -0.1], [0.0, 0.2, -0.3], [-0.1, -0.2, 0.2], [0.0, 0.0, 0.0], [0.0, 0.0, 0.0], [0.0, 0.0, 0.0], [-0.1, -0.1, 0.0], [0.0, 0.0, 0.0], [0.0, 0.0, 0.0], [0.0, 0.0, 0.0], [0.1, 0.0, 0.0], [-0.1, 0.0, -0.1], [-0.1, 0.1, 0.0], [0.1, -0.1, 0.0], [0.0, 0.0, 0.0], [0.0, 0.0, 0.0], [-0.1, 0.0, 0.0], [-0.1, 0.1, 0.1], [0.1, -0.2, 0.0], [-0.1, 0.0, -0.2], [0.0, 0.0, 0.0], [0.0, 0.0, 0.1], [0.0, -0.1, 0.0], [0.0, 0.1, -0.1], [0.0, -0.1, 0.1], [-0.1, 0.2, 0.2], [0.0, -0.2, -0.1], [0.0, 0.0, -0.1], [0.1, 0.0, 0.0], [-0.1, 0.0, -0.1], [0.0, 0.0, 0.0], [0.0, 0.0, 0.0], [0.0, 0.0, 0.0], [0.0, 0.0, 0.0], [0.0, 0.0, 0.0], [0.0, 0.0, 0.0], [0.1, 0.0, 0.1], [0.0, 0.0, 0.0], [0.0, 0.0, 0.0], [0.0, 0.0, 0.0], [0.0, 0.0, 0.0], [0.0, 0.0, 0.0], [0.0, 0.0, 0.0], [0.0, 0.0, 0.0]]
}